# 1
{
  "formula": "C23H48AuF9N3O8P3",
  "method": "ωB97M-V with the def2-TZVPD basis set",
  "elements": ["Au", "C", "C", "C", "O", "P", "O", "C", "P", "O", "O", "C", "C", "C", "O", "C", "C", "C", "O", "C", "C", "C", "H", "H", "H", "H", "H", "H", "H", "H", "H", "H", "H", "H", "H", "H", "H", "H", "H", "H", "H", "H", "H", "H", "H", "H", "H", "H", "H", "H", "H", "H", "F", "C", "F", "F", "C", "O", "C", "F", "F", "F", "C", "F", "F", "F", "C", "N", "C", "P", "O", "N", "C", "C", "N", "C", "C", "H", "H", "H", "H", "H", "H", "H", "H", "H", "H", "H", "H", "H", "H", "H", "H", "H", "H"],
  "coordinates": [[-0.4541, 1.3755, -1.1698], [5.8178, -0.3190, 0.1460], [4.5640, -1.0271, 0.6450], [4.5459, -1.0973, 2.1667], [3.4269, -0.2854, 0.1749], [2.3281, -0.8825, -0.7973], [1.5585, 0.1981, -1.4134], [1.3807, -2.1760, 0.0674], [0.2614, -1.2880, 1.2074], [-0.6973, -0.3467, 0.6348], [1.3627, -0.6903, 2.1864], [1.1145, 0.4678, 3.0050], [-0.1166, 0.2443, 3.8717], [1.0148, 1.7333, 2.1683], [-0.5951, -2.3624, 2.0325], [-0.2653, -3.5879, 2.6938], [-0.4286, -4.7595, 1.7273], [1.1145, -3.5687, 3.3378], [3.1054, -1.8351, -1.8252], [3.7497, -1.2389, -2.9698], [4.9589, -2.0981, -3.3205], [2.7523, -1.1597, -4.1136], [6.7041, -0.8377, 0.5028], [5.8266, 0.7028, 0.5156], [5.8308, -0.2913, -0.9401], [4.5153, -2.0401, 0.2223], [4.6816, -0.1023, 2.5808], [5.3563, -1.7373, 2.5059], [3.6000, -1.4936, 2.5220], [2.0619, -2.8363, 0.5948], [0.8226, -2.7351, -0.6794], [2.0109, 0.5167, 3.6404], [-0.9884, 0.1082, 3.2342], [-0.2649, 1.1053, 4.5172], [0.0040, -0.6433, 4.4929], [0.1306, 1.7258, 1.5365], [1.8759, 1.8239, 1.5112], [0.9759, 2.5996, 2.8239], [-1.0379, -3.6616, 3.4724], [0.3973, -4.7996, 1.0203], [-1.3565, -4.6388, 1.1738], [-0.4655, -5.6989, 2.2754], [1.8895, -3.6380, 2.5785], [1.2208, -4.4152, 4.0117], [1.2614, -2.6509, 3.9006], [4.0646, -0.2247, -2.6964], [4.6325, -3.1003, -3.5870], [5.6497, -2.1672, -2.4830], [5.4797, -1.6616, -4.1680], [2.3918, -2.1567, -4.3574], [3.2284, -0.7259, -4.9880], [1.9143, -0.5345, -3.8168], [2.3951, 4.8766, -0.9669], [1.5819, 4.4660, -1.9467], [1.8450, 5.2490, -3.0075], [1.9781, 3.2396, -2.2828], [0.0817, 4.4941, -1.5025], [-0.2143, 3.5446, -0.6345], [-0.1798, 5.8900, -0.8487], [0.3024, 5.9477, 0.3913], [-1.4911, 6.1425, -0.7629], [0.3640, 6.9235, -1.5115], [-0.7653, 4.4478, -2.8178], [-2.0514, 4.2025, -2.5677], [-0.3353, 3.4971, -3.6516], [-0.7281, 5.5986, -3.5104], [-4.0287, -2.2514, 0.5205], [-3.3185, -1.4823, -0.4710], [-2.2172, -2.1697, -1.0928], [-3.4671, 0.1749, -0.6409], [-2.6013, 0.6667, -1.7376], [-3.2785, 1.0462, 0.7713], [-2.8132, 2.4200, 0.7016], [-3.9814, 0.7662, 2.0025], [-5.1340, 0.2752, -0.9876], [-5.6493, 1.6323, -1.0276], [-5.6152, -0.5112, -2.1077], [-3.4261, -2.4081, 1.4226], [-4.2858, -3.2317, 0.1069], [-4.9558, -1.7393, 0.7671], [-1.5093, -2.5445, -0.3475], [-1.7081, -1.4715, -1.7522], [-2.5863, -3.0182, -1.6813], [-2.3924, 2.6262, -0.2792], [-2.0279, 2.5841, 1.4412], [-3.6209, 3.1374, 0.8917], [-4.1296, -0.3005, 2.1269], [-4.9565, 1.2709, 2.0489], [-3.3765, 1.1304, 2.8386], [-5.3410, 2.1671, -0.1347], [-6.7407, 1.5915, -1.0570], [-5.2909, 2.1887, -1.9000], [-5.1978, -1.5130, -2.0553], [-5.3420, -0.0730, -3.0722], [-6.7046, -0.5705, -2.0493]],
  "atomic_forces_ev_per_a": [[0.1, 0.8, -0.3], [-0.4, -0.2, 0.0], [0.6, -0.3, 0.2], [-0.2, 0.0, -0.4], [-0.4, 0.0, -0.2], [0.9, -0.9, -0.4], [0.0, -0.1, -0.1], [-0.3, 1.2, 0.2], [0.2, -1.1, 1.0], [0.1, 0.0, -0.1], [-0.4, -0.5, -0.6], [0.0, 0.7, 0.6], [0.3, -0.1, -0.1], [0.1, -0.3, 0.0], [0.2, 0.5, -0.5], [0.1, -0.5, 0.2], [-0.1, 0.4, 0.2], [-0.3, 0.1, 0.0], [-0.3, 0.1, 0.6], [0.3, 0.1, -0.7], [-0.3, 0.2, 0.3], [0.1, 0.1, 0.3], [0.1, 0.0, 0.0], [0.0, 0.1, 0.1], [0.1, 0.0, -0.1], [0.0, 0.1, 0.1], [0.0, 0.1, 0.1], [0.1, 0.0, 0.1], [-0.1, -0.1, 0.1], [0.1, 0.0, 0.1], [-0.1, 0.0, 0.0], [-0.2, 0.0, -0.1], [-0.2, 0.1, 0.0], [-0.1, 0.1, 0.1], [0.0, 0.0, 0.1], [-0.1, 0.1, 0.0], [0.1, 0.1, 0.0], [0.0, 0.1, 0.0], [0.2, 0.0, -0.1], [0.1, 0.0, -0.1], [-0.1, -0.1, -0.1], [0.0, 0.0, 0.0], [0.2, 0.0, 0.0], [0.0, -0.1, 0.0], [0.1, 0.0, 0.1], [0.0, -0.1, 0.0], [0.0, -0.1, 0.0], [0.1, 0.0, 0.1], [0.1, 0.0, -0.1], [0.0, -0.1, -0.1], [0.0, 0.0, -0.1], [-0.1, 0.0, -0.1], [0.0, 0.0, 0.4], [0.3, 0.1, -0.2], [0.0, 0.1, -0.2], [-0.1, -0.4, 0.1], [0.3, 0.5, -0.4], [-0.1, -0.6, 0.2], [0.0, 0.3, 0.1], [0.1, -0.2, 0.3], [-0.3, -0.1, 0.0], [0.2, 0.1, -0.2], [-0.2, 0.3, -0.2], [-0.2, -0.2, 0.2], [0.1, -0.4, -0.1], [0.0, 0.2, -0.1], [-0.2, 0.0, 0.0], [0.1, 0.7, 0.2], [0.2, 0.0, -0.2], [-1.5, -0.6, 0.6], [0.3, 0.1, -0.2], [-0.2, -0.2, -0.6], [0.2, 0.2, -0.2], [0.0, -0.2, 0.0], [1.0, 0.0, 0.4], [-0.1, 0.1, 0.1], [-0.1, -0.1, 0.0], [0.0, 0.0, 0.0], [0.0, 0.0, 0.0], [-0.1, -0.1, 0.1], [-0.1, -0.1, -0.1], [0.1, -0.1, -0.1], [0.0, 0.0, 0.0], [0.0, 0.2, 0.1], [0.0, 0.0, 0.0], [-0.1, -0.1, 0.0], [-0.1, 0.0, 0.1], [0.0, 0.0, 0.0], [0.0, -0.1, 0.0], [-0.1, 0.1, 0.1], [0.0, 0.1, 0.0], [0.0, 0.0, -0.1], [-0.1, -0.1, 0.0], [0.0, 0.1, -0.1], [0.0, -0.1, 0.0]],
  "homo_ev": -7.80,
  "orbital_gap_ev": 8.036,
  "multiplicity": 1,
  "lumo_energy_ev": 0.240,
  "relative_energy_kcal_mol": 32.00
}


# 2
{
  "formula": "C23H48HgNO11S4",
  "method": "ωB97M-V with the def2-TZVPD basis set",
  "elements": ["Hg", "O", "C", "O", "O", "H", "C", "C", "N", "C", "C", "C", "C", "H", "H", "H", "H", "H", "H", "H", "H", "H", "H", "H", "H", "H", "H", "H", "C", "C", "C", "S", "O", "O", "C", "H", "H", "H", "H", "H", "H", "H", "H", "C", "C", "C", "S", "O", "O", "C", "H", "H", "H", "H", "H", "H", "H", "H", "C", "C", "C", "S", "O", "O", "C", "H", "H", "H", "H", "H", "H", "H", "H", "C", "C", "C", "S", "O", "O", "C", "H", "H", "H", "H", "H", "H", "H", "H"],
  "coordinates": [[-10.4412, 10.8533, 11.3143], [-11.3474, 7.4796, 9.0279], [-11.0794, 8.6008, 9.6171], [-10.2591, 8.6211, 10.5697], [-11.5692, 9.7386, 9.3405], [-10.8905, 6.8489, 9.5892], [-11.1119, 3.1196, 6.5436], [-10.2570, 4.1596, 7.4350], [-10.0211, 3.7401, 8.8630], [-11.1080, 4.0316, 9.8858], [-12.5576, 3.7933, 9.3998], [-8.6590, 4.2629, 9.2501], [-8.4089, 5.7161, 9.3988], [-12.1967, 3.2259, 6.5548], [-10.9127, 2.1301, 6.9548], [-10.7622, 2.9378, 5.5273], [-9.2614, 4.2357, 6.9978], [-10.7912, 5.1097, 7.4284], [-11.0817, 3.2730, 10.6681], [-11.0444, 5.0089, 10.3643], [-12.8059, 4.5300, 8.6358], [-12.7098, 2.8156, 8.9425], [-13.3522, 3.9415, 10.1311], [-8.0170, 3.9392, 8.4308], [-8.2103, 3.7122, 10.0768], [-8.9308, 6.1972, 8.5715], [-7.3353, 5.8888, 9.3243], [-8.7621, 6.0381, 10.3784], [-8.4399, 8.8989, 6.9808], [-6.9059, 9.0196, 7.2702], [-6.6356, 10.1988, 8.2184], [-8.1255, 11.3345, 8.1891], [-7.8256, 12.6947, 7.7178], [-8.7937, 11.1373, 9.5124], [-8.9527, 10.3612, 6.8320], [-8.8554, 8.3457, 7.8231], [-8.6271, 8.4279, 6.0157], [-6.3498, 8.9802, 6.3335], [-6.6240, 8.0472, 7.6740], [-5.8009, 10.8490, 7.9564], [-6.3247, 9.8045, 9.1858], [-8.5092, 10.6658, 5.8841], [-10.0292, 10.5166, 6.9027], [-13.2481, 12.6830, 6.4458], [-14.4456, 12.8758, 7.4579], [-14.0212, 13.2834, 8.8587], [-12.0823, 13.2847, 8.8558], [-11.4746, 12.5019, 9.9441], [-11.4992, 14.6167, 8.6098], [-12.0056, 12.2724, 7.2719], [-13.0148, 13.6472, 5.9943], [-13.3782, 11.8011, 5.8185], [-15.1479, 12.0438, 7.5090], [-15.1420, 13.5876, 7.0146], [-14.3849, 12.4805, 9.4998], [-14.3744, 14.2669, 9.1687], [-12.0571, 11.2247, 7.5681], [-10.9858, 12.4253, 6.9184], [-14.7460, 8.2601, 10.6713], [-14.6736, 9.2536, 9.4288], [-16.1140, 9.7174, 9.3251], [-16.7024, 10.0240, 11.0143], [-18.0304, 9.3744, 11.1690], [-16.5290, 11.4279, 11.3502], [-15.3671, 9.0734, 11.8369], [-13.7563, 7.9622, 11.0177], [-15.2371, 7.2926, 10.5682], [-14.2108, 8.6236, 8.6692], [-14.0881, 10.1551, 9.6094], [-16.8000, 8.9012, 9.0984], [-16.2711, 10.5535, 8.6437], [-15.5766, 8.5632, 12.7771], [-14.6804, 9.8860, 12.0741], [-12.4371, 6.7987, 3.3882], [-12.6215, 6.2833, 4.7980], [-12.1557, 7.4182, 5.7002], [-13.0316, 8.8784, 4.9724], [-12.0696, 10.0065, 4.9863], [-14.3025, 8.9123, 5.5751], [-13.2136, 8.1002, 3.3113], [-12.8747, 6.0556, 2.7216], [-11.3921, 6.9819, 3.1382], [-11.9937, 5.4017, 4.9277], [-13.6056, 5.9339, 5.1105], [-11.0985, 7.6618, 5.5957], [-12.4251, 7.2224, 6.7381], [-12.8751, 8.8200, 2.5661], [-14.2771, 7.8611, 3.3078]],
  "atomic_forces_ev_per_a": [[-0.3, -1.1, -3.3], [-0.4, -0.4, -0.6], [-0.7, 5.3, 0.6], [1.9, -1.0, 2.8], [-0.9, -1.4, -1.1], [0.3, -1.0, -0.1], [1.1, -0.4, 1.3], [-1.5, -1.3, 0.1], [0.0, 1.0, 0.3], [-0.4, -1.5, -0.8], [0.2, 0.9, -1.2], [0.0, -2.4, -0.7], [-0.6, 0.4, 0.3], [0.1, 0.4, 0.0], [-0.1, -0.1, 0.4], [0.1, 0.9, -0.2], [-0.3, 0.2, -0.2], [0.2, 0.4, -0.3], [1.0, 0.2, 0.3], [0.2, 0.3, 0.0], [-0.1, 0.0, -0.3], [0.3, -0.1, 0.2], [0.5, -0.1, 0.5], [0.0, -0.2, -0.2], [-0.6, -0.1, 0.4], [0.1, 0.6, 0.1], [-0.1, 0.2, 0.1], [0.0, 0.6, -0.1], [0.5, 1.4, 0.4], [-0.6, -0.8, -0.7], [0.5, 0.2, -0.3], [0.6, -0.3, -0.3], [-0.5, -2.2, 1.1], [0.4, 0.4, -1.2], [0.5, -0.7, 1.1], [-0.5, 0.1, -0.2], [0.0, -0.4, 0.3], [0.0, 0.9, -0.1], [0.2, 0.2, 0.7], [-0.1, 0.0, -0.5], [-0.9, 0.4, 0.4], [-0.3, 0.8, 0.2], [0.2, -0.1, -0.2], [0.9, -0.3, 1.9], [-0.3, 0.3, -1.4], [1.0, -0.2, 0.1], [-0.4, 0.8, -2.5], [-0.2, 0.0, 1.0], [-1.3, -2.1, 0.6], [-0.2, 0.4, 1.5], [-0.3, -0.4, -0.6], [-0.4, 0.7, -0.6], [0.7, -0.7, 0.1], [0.4, 0.6, 0.1], [0.5, 0.4, 0.7], [0.3, -0.1, 0.1], [-0.2, 0.0, 0.3], [-0.3, 0.5, -0.5], [0.9, 1.2, 1.3], [-0.7, -1.7, 1.6], [-0.5, -0.8, -0.4], [-1.9, -0.5, 0.7], [2.6, 1.2, -0.3], [-0.1, -0.6, -0.1], [0.3, 0.5, -1.0], [0.4, 0.1, -0.2], [-0.5, 0.3, -0.8], [-0.5, 0.7, -0.7], [0.5, -0.4, 0.3], [0.1, 0.0, -0.6], [-0.2, 0.1, 0.4], [-0.6, -0.1, -0.4], [0.1, 0.0, 0.1], [-0.9, -0.2, -0.3], [1.5, -0.4, 0.7], [-0.5, 0.3, -0.3], [4.3, -1.3, -0.4], [-1.7, -1.1, -0.1], [-2.4, 1.1, 1.1], [-0.1, 0.6, 0.6], [0.2, 0.2, -0.4], [0.1, -0.3, 0.1], [0.2, 0.0, 0.2], [-0.3, 0.4, -0.5], [0.1, -0.3, 0.0], [0.0, 0.6, 0.0], [-0.3, -0.2, -0.1], [0.0, 0.4, -0.4]],
  "total_charge": 1,
  "homo_ev": -10.88,
  "orbital_gap_ev": 3.951,
  "multiplicity": 1,
  "lumo_energy_ev": -6.933,
  "relative_energy_kcal_mol": 22.25
}